<one>
Here is a 7-piece molecular cluster, C18H54N4O7 overall from the Open Molecules 2025 dataset. Energies are from ωB97M-V/def2-TZVPD.

Last column: Mulliken charge in e.
Cartesian coordinates (Å):
C1 -2.15 -2.15 4.06  -0.8173
O1 -1.60 -2.29 2.79  -0.1226
C2 -0.73 -3.39 2.67  -1.3564
C3 0.05 -3.26 1.37  0.7856
C4 0.92 -2.01 1.36  -0.2928
N1 -0.92 -3.25 0.21  -0.7316
H1 -1.37 -2.32 4.80  0.3758
H2 -2.95 -2.90 4.12  0.2949
H3 -2.56 -1.15 4.17  0.1391
H4 -0.04 -3.48 3.53  0.5664
H5 -1.29 -4.35 2.62  0.3742
H6 0.69 -4.14 1.28  0.3984
H7 1.52 -1.99 0.45  -0.4634
H8 1.57 -1.99 2.24  0.7797
H9 0.32 -1.10 1.39  -0.6519
H10 -1.81 -2.94 0.62  0.4638
H11 -0.72 -2.41 -0.34  -0.1589
C5 -1.85 0.30 -4.19  -0.7356
O2 -0.99 -0.77 -4.00  -0.2616
C6 -1.05 -1.66 -5.11  -0.9366
C7 -0.16 -2.87 -4.96  0.1787
C8 -0.48 -3.68 -3.68  -0.9422
N2 1.29 -2.57 -4.99  -0.5962
H12 -1.78 0.76 -5.19  0.4026
H13 -1.56 1.11 -3.51  0.0391
H14 -2.89 0.03 -3.98  0.3047
H15 -2.10 -2.01 -5.20  0.3950
H16 -0.85 -1.16 -6.07  0.3448
H17 -0.35 -3.56 -5.80  0.3765
H18 0.06 -4.63 -3.70  0.3616
H19 -1.54 -3.91 -3.63  0.4165
H20 -0.22 -3.09 -2.81  -0.0914
H21 1.47 -1.92 -4.23  0.2384
H22 1.42 -2.04 -5.85  0.2879
C9 -1.80 0.99 2.09  -0.3653
O3 -1.61 2.18 2.83  -0.3654
C10 -1.86 2.02 4.20  -0.7448
C11 -1.32 3.14 4.92  0.6389
C12 0.18 3.28 4.78  -1.2423
N3 -1.65 2.96 6.37  -0.6615
H23 -1.80 1.24 1.03  0.1682
H24 -2.82 0.61 2.27  0.3524
H25 -1.10 0.20 2.36  0.0882
H26 -2.96 1.93 4.36  0.3258
H27 -1.45 1.07 4.60  0.3156
H28 -1.74 4.09 4.54  0.2335
H29 0.71 2.40 5.16  0.3013
H30 0.58 4.20 5.21  0.3882
H31 0.43 3.31 3.70  0.1280
H32 -1.61 3.83 6.88  0.2435
H33 -2.54 2.51 6.52  0.2047
C13 3.06 5.57 -2.20  -0.8289
O4 2.28 4.42 -1.98  -0.2791
C14 1.32 4.61 -0.98  -0.9259
C15 0.81 3.26 -0.56  0.2305
C16 1.88 2.47 0.16  -1.1468
N4 0.34 2.46 -1.72  -0.4511
H34 2.45 6.45 -2.44  0.3152
H35 3.70 5.39 -3.06  0.2530
H36 3.73 5.79 -1.35  0.3170
H37 1.76 5.16 -0.13  0.4545
H38 0.49 5.24 -1.36  0.4260
H39 -0.07 3.41 0.07  0.3262
H40 1.47 1.51 0.48  0.0575
H41 2.32 3.00 1.01  0.4071
H42 2.67 2.23 -0.55  0.3738
H43 -0.30 3.05 -2.25  0.2320
H44 1.13 2.36 -2.36  0.2649
C17 3.41 -2.61 0.07  -0.7550
C18 2.98 -3.43 -1.12  -0.3856
O5 2.50 -2.60 -2.21  -0.4534
H45 2.55 -2.07 0.46  0.2736
H46 4.24 -1.95 -0.20  0.3090
H47 3.90 -3.22 0.84  0.3279
H48 2.28 -4.23 -0.87  0.2146
H49 3.84 -3.93 -1.58  0.3916
H50 1.73 -2.11 -1.92  0.2447
O6 -0.85 -0.25 -1.13  0.3271
H51 -0.51 0.59 -0.80  0.0023
H52 -0.67 -0.23 -2.08  0.2042
O7 -3.39 -1.47 -0.79  -0.6986
H53 -3.65 -0.56 -0.94  0.2883
H54 -2.42 -1.42 -0.77  0.3092

Properties
Orbital gap in eV: 9.68
Total charge: 0
SMILES: COC[C@H](C)N.COC[C@H](C)N.COC[C@H](C)N.COC[C@H](C)N.CCO.O.O
Lowest unoccupied orbital energy in hartree: 0.019
HOMO energy in eV: -9.16


<two>
Here is a 7-piece molecular cluster, C18H54N4O7 overall from the Open Molecules 2025 dataset. Energies are from ωB97M-V/def2-TZVPD.

Last column: Mulliken charge in e.
Cartesian coordinates (Å):
O1 -16.31 -2.98 -21.18  -0.5721
H1 -15.62 -3.53 -21.56  0.4690
H2 -16.14 -2.10 -21.51  0.4687
H3 -17.20 -3.26 -21.42  0.4682
C1 -19.31 -7.00 -24.68  -0.9404
C2 -20.27 -5.79 -24.47  -0.3062
O2 -20.21 -5.29 -23.20  -0.8235
H4 -18.26 -6.74 -24.70  0.2474
H5 -19.52 -7.39 -25.68  0.3215
H6 -19.51 -7.92 -24.12  0.2886
H7 -21.30 -6.05 -24.70  0.2139
H8 -19.95 -4.97 -25.11  0.1588
C3 -13.53 -8.70 -20.52  -1.2104
C4 -12.25 -7.89 -20.81  0.3412
C5 -10.89 -8.63 -20.95  -0.6625
O3 -10.87 -9.81 -20.07  -0.3038
C6 -9.52 -10.32 -19.96  -0.8137
N1 -12.46 -6.81 -21.89  -0.6574
H9 -13.51 -9.38 -21.38  0.3045
H10 -14.49 -8.18 -20.51  0.3505
H11 -13.39 -9.33 -19.64  0.2975
H12 -12.03 -7.34 -19.90  0.2087
H13 -10.05 -7.96 -20.77  0.3812
H14 -10.80 -9.07 -21.94  0.3308
H15 -9.66 -11.25 -19.42  0.2832
H16 -8.88 -9.74 -19.29  0.3154
H17 -9.01 -10.67 -20.86  0.3093
H18 -12.67 -7.23 -22.78  0.2681
H19 -11.51 -6.49 -21.99  0.2602
C7 -13.78 0.67 -25.41  -1.4373
C8 -15.08 1.42 -25.26  0.4723
C9 -16.12 1.10 -26.33  -0.7872
O4 -17.19 2.04 -26.32  -0.3206
C10 -17.98 1.90 -27.48  -0.7649
N2 -15.68 1.10 -24.02  -0.6672
H20 -13.29 0.87 -26.37  0.3639
H21 -14.08 -0.37 -25.34  0.3256
H22 -13.06 0.90 -24.62  0.3601
H23 -14.89 2.49 -25.31  0.2896
H24 -16.41 0.05 -26.29  0.3574
H25 -15.62 1.15 -27.30  0.3964
H26 -18.51 0.95 -27.59  0.3137
H27 -17.37 1.98 -28.38  0.3136
H28 -18.73 2.68 -27.55  0.2761
H29 -15.14 1.43 -23.23  0.2587
H30 -16.43 1.77 -24.07  0.2576
C11 -20.04 -4.92 -14.34  -1.3772
C12 -19.61 -5.35 -15.72  0.2961
C13 -19.57 -6.87 -15.99  -0.5842
O5 -18.47 -7.35 -15.21  -0.3102
C14 -18.44 -8.78 -15.13  -0.7529
N3 -20.64 -4.71 -16.66  -0.7556
H31 -21.02 -5.26 -14.00  0.3162
H32 -20.11 -3.83 -14.28  0.3643
H33 -19.30 -5.22 -13.59  0.3471
H34 -18.58 -5.05 -15.86  0.3317
H35 -19.47 -7.02 -17.07  0.3952
H36 -20.57 -7.10 -15.63  0.2819
H37 -19.28 -9.26 -14.63  0.3085
H38 -17.52 -9.18 -14.70  0.2576
H39 -18.46 -9.15 -16.15  0.3135
H40 -21.50 -5.21 -16.47  0.2874
H41 -20.51 -5.00 -17.62  0.2802
C15 -16.50 1.56 -15.28  -1.2473
C16 -16.47 2.83 -14.40  0.4296
C17 -17.88 3.52 -14.08  -0.7172
O6 -18.46 3.98 -15.29  -0.3244
C18 -19.76 4.57 -15.14  -0.7741
N4 -15.78 2.36 -13.19  -0.6778
H42 -17.11 1.76 -16.16  0.3115
H43 -16.83 0.64 -14.79  0.3372
H44 -15.54 1.25 -15.69  0.3606
H45 -15.82 3.65 -14.71  0.2244
H46 -17.72 4.40 -13.46  0.3630
H47 -18.55 2.91 -13.48  0.3496
H48 -20.19 4.98 -16.05  0.2771
H49 -19.83 5.32 -14.35  0.2974
H50 -20.52 3.81 -14.94  0.3163
H51 -15.88 2.94 -12.37  0.2246
H52 -16.15 1.45 -12.95  0.2495
O7 -20.91 -0.03 -20.81  -0.6645
H53 -20.90 -0.69 -21.50  0.3356
H54 -21.21 -0.51 -20.03  0.3248

Properties
Orbital gap in eV: 3.29
Total charge: 0
Lowest unoccupied orbital energy in hartree: -0.067
HOMO energy in eV: -5.12


Result of the stability comparison: <one> is the most stable of them.


<one>
Here is an isolated ion of composition C3H8N3S2 and charge +1 from the Open Molecules 2025 dataset. Energies are from ωB97M-V/def2-TZVPD.

Last column: Mulliken charge in e.
Cartesian coordinates (Å):
C1 0.80 -1.56 -0.85  -1.0361
N1 0.40 -0.57 0.24  -0.3041
N2 -0.95 -0.84 0.66  -0.1537
C2 -2.03 -0.21 0.11  0.2781
S1 -3.58 -0.65 0.21  -0.2201
S2 -1.45 1.35 -0.63  -0.0002
C3 0.24 0.93 -0.40  -0.2560
N3 0.92 1.75 0.76  -0.3465
H1 1.26 -2.39 -0.38  0.3820
H2 -0.02 -1.74 -1.55  0.3386
H3 1.62 -1.27 -1.33  0.4819
H4 -1.09 -1.60 1.32  0.2494
H5 0.93 1.24 -1.19  0.4485
H6 0.32 1.47 1.67  0.4050
H7 0.78 2.76 0.61  0.3610
H8 1.86 1.34 0.75  0.3723

Properties
Orbital gap in eV: 8.53
Total charge: +1
SMILES: CN1NC(=S)S[C@H]1[NH3+]
Lowest unoccupied orbital energy in hartree: -0.143
HOMO energy in eV: -12.43


<two>
Here is an isolated ion of composition C3H8N3S2 and charge +1 from the Open Molecules 2025 dataset. Energies are from ωB97M-V/def2-TZVPD.

Last column: Mulliken charge in e.
Cartesian coordinates (Å):
C1 -1.33 -0.15 0.62  0.7142
C2 0.41 0.53 -0.94  -0.0128
C3 2.08 -1.11 0.18  -0.8310
N1 -0.28 -0.47 -0.27  -0.2625
N2 -2.54 -0.41 0.25  -0.3439
N3 1.02 -0.02 0.28  -0.2047
S1 -1.21 0.72 2.05  -0.1471
S2 0.03 2.34 -0.83  -0.1665
H1 0.63 0.31 -1.96  0.3993
H2 2.70 -1.06 -0.79  0.2747
H3 2.64 -0.97 1.03  0.3147
H4 1.55 -2.11 0.18  0.3456
H5 -2.80 -0.91 -0.62  0.2913
H6 -3.38 -0.19 0.77  0.2033
H7 0.12 0.82 2.14  0.2564
H8 0.34 2.67 -2.09  0.1690

Properties
Orbital gap in eV: 9.06
Total charge: +1
Lowest unoccupied orbital energy in hartree: -0.160
HOMO energy in eV: -13.43


<three>
Here is a 2-piece molecular cluster, C3H8N3S2 overall from the Open Molecules 2025 dataset. Energies are from ωB97M-V/def2-TZVPD.

Last column: Mulliken charge in e.
Cartesian coordinates (Å):
C1 -1.45 0.95 0.61  0.0345
C2 -2.27 -0.20 1.00  -0.7972
C3 -0.31 -1.50 -0.26  0.5623
N1 -0.16 1.05 0.69  -0.0209
N2 2.53 1.50 -0.25  -0.6630
N3 0.51 -2.19 -1.06  -0.4076
S1 -1.93 -1.38 -0.51  -0.0124
S2 0.50 -0.19 0.72  -0.0486
H1 -1.85 1.92 0.19  0.3367
H2 -1.89 -0.82 1.80  0.3756
H3 -3.27 -0.01 0.88  0.4042
H4 2.23 2.07 -1.01  0.2151
H5 2.24 1.95 0.53  0.2766
H6 0.07 -2.63 -1.82  0.2465
H7 1.49 -1.98 -1.30  0.2730
H8 3.56 1.46 -0.21  0.2253

Properties
Orbital gap (alpha / beta) in eV: 7.76 / 7.76
Total charge: +1
Lowest unoccupied orbital energy (alpha / beta) in hartree: -0.175 / -0.175
HOMO energy (alpha / beta) in eV: -12.52 / -12.52


Result of the stability comparison: <one> is the most stable of them.


<one>
Here is one molecule with the formula C2HClF2O from the Open Molecules 2025 dataset. Energies are from ωB97M-V/def2-TZVPD.

Last column: Mulliken charge in e.
Cartesian coordinates (Å):
O1 2.17 -1.75 -0.37  -0.3609
C1 1.70 -0.72 -0.04  0.4690
Cl1 2.70 0.67 0.21  -0.1304
C2 0.11 -0.47 0.45  0.2517
F1 -0.61 -1.62 0.60  -0.2029
F2 0.25 0.05 1.73  -0.2424
H1 -0.32 0.36 -0.03  0.2159

Properties
Orbital gap in eV: 11.60
Total charge: 0
SMILES: O=C(Cl)C(F)F
Lowest unoccupied orbital energy in hartree: 0.013
HOMO energy in eV: -11.26


<two>
Here is a 2-piece molecular cluster, C2HClF2O overall from the Open Molecules 2025 dataset. Energies are from ωB97M-V/def2-TZVPD.

Last column: Mulliken charge in e.
Cartesian coordinates (Å):
C1 -1.47 -3.85 0.62  -0.3809
C2 -2.58 -3.23 1.28  0.9875
O1 -2.45 -4.59 1.10  -0.1838
F1 -3.49 -2.63 0.53  -0.2045
F2 -2.64 -2.80 2.57  -0.2135
Cl1 -0.19 0.04 -0.39  -0.2456
H1 -1.38 -0.29 -0.82  0.2408

Properties
Orbital gap in eV: 10.30
Total charge: 0
Lowest unoccupied orbital energy in hartree: -0.019
HOMO energy in eV: -10.82


<three>
Here is one molecule with the formula C2HClF2O from the Open Molecules 2025 dataset. Energies are from ωB97M-V/def2-TZVPD.

Last column: Mulliken charge in e.
Cartesian coordinates (Å):
O1 -1.14 -1.40 1.06  -0.3588
C1 -0.85 -0.45 0.43  0.3622
Cl1 -1.95 0.89 0.15  -0.1333
C2 0.79 0.07 -0.26  0.3054
F1 1.02 -0.57 -1.46  -0.1955
F2 0.59 1.39 -0.46  -0.2185
H1 1.54 0.07 0.55  0.2385

Properties
Orbital gap in eV: 11.23
Total charge: 0
SMILES: O=C(Cl)C(F)F
Lowest unoccupied orbital energy in hartree: 0.017
HOMO energy in eV: -10.78


Result of the stability comparison: <one> is the most stable of them.